w | Below is 2 unconnected molecules or ions with the total composition C4HN3O, with properties calculated with ωB97M-V with the def2-TZVPD basis set.

Each line ends with the Löwdin charge.
Geometry (Å):
C 2.38260 -0.98442 -0.40337  -0.141
C 0.90466 -0.37671 1.54483  -0.196
O -0.05619 -0.03226 -0.87114  -0.066
C 2.00235 1.32397 0.34870  -0.166
N 3.16538 -1.55938 -1.01740  0.241
H -0.54640 0.66701 -0.43751  0.016
N 2.02275 2.45337 0.15493  0.245
C 1.71406 -0.05052 0.44705  -0.177
N 0.32252 -0.73752 2.44320  0.245

Values from the calculation:
Gap between HOMO and LUMO (alpha / beta), eV: 7.723 / 7.710
HOMO level (alpha / beta), eV: -11.6918 / -11.6690
LUMO level (alpha / beta), eV: -3.968 / -3.959

=====

x | Below is a single C4HN3O molecule, with properties calculated with ωB97M-V with the def2-TZVPD basis set.

Each line ends with the Löwdin charge.
Geometry (Å):
H 0.58028 0.04464 2.11382  0.188
O -0.26827 -0.24713 1.56435  -0.008
C 1.40424 -0.53409 -0.17792  -0.093
N -2.21746 -1.22228 -0.65034  0.208
C -0.02817 1.35048 -0.14264  -0.146
C -1.15754 -0.75377 -0.35568  -0.088
C 0.02818 -0.00702 0.17388  -0.503
N -0.15861 2.48407 -0.44186  0.237
N 2.38830 -1.03340 -0.56701  0.205

Values from the calculation:
Gap between HOMO and LUMO, eV: 11.993
HOMO level, eV: -12.8889
SMILES: N#CC(O)(C#N)C#N
LUMO level, eV: -0.896

=====

Q: Which of them is the least stable? A: w.

=====

w | Below is a molecular structure, C2H3Cl2PS, with properties calculated with ωB97M-V with the def2-TZVPD basis set.

Each line ends with the Löwdin charge.
Geometry (Å):
C -0.80115 -0.76994 0.56578  -0.660
H -1.86167 -0.90719 0.53211  0.073
S -0.18636 1.51807 -1.59066  0.069
Cl 2.76614 0.36618 -1.63333  0.045
H 0.55856 0.44308 1.61587  0.061
H -1.32625 0.77659 1.60925  0.061
Cl 0.43613 -1.68558 -0.21216  0.583
P 0.85637 -0.00389 -2.19771  -0.122
C -0.44176 0.26267 1.31085  -0.110

Values from the calculation:
Gap between HOMO and LUMO, eV: 8.439
HOMO level, eV: -9.0459
LUMO level, eV: -0.607

=====

x | Below is a single C2H3Cl2PS molecule, with properties calculated with ωB97M-V with the def2-TZVPD basis set.

Each line ends with the Löwdin charge.
Geometry (Å):
C 0.75135 0.17559 0.24032  -0.232
S 2.32585 1.48291 -2.65489  0.132
H -1.35910 0.36364 0.17576  0.061
Cl 4.05668 -0.24548 -0.49627  0.298
C -0.36920 0.68642 -0.06256  -0.103
H 0.85678 -0.60055 0.97175  0.042
Cl 2.90935 2.49858 0.45388  0.265
P 2.59929 0.99424 -0.78798  -0.519
H -0.14151 1.48879 -0.83320  0.056

Values from the calculation:
Gap between HOMO and LUMO, eV: 9.485
HOMO level, eV: -9.3683
SMILES: C=CP(=S)(Cl)Cl
LUMO level, eV: 0.116

=====

Q: Which of them is the least stable? A: w.

=====

w | Below is a single C3H3N5 molecule, with properties calculated with ωB97M-V with the def2-TZVPD basis set.

Each line ends with the Löwdin charge.
Geometry (Å):
N 0.45397 1.39643 0.01433  0.052
N 0.16124 -1.47970 -0.75094  0.042
N -1.15215 -0.92017 -0.77639  0.034
C 1.03865 -0.99729 -0.09369  -0.185
H 1.99189 -1.75484 0.00182  0.172
C -1.50691 0.27252 -0.80026  -0.133
H 0.81783 -0.73079 2.44271  0.057
N -0.64565 1.57869 -0.58740  0.089
H -2.59215 0.21763 -0.83917  0.100
C 0.83686 0.20549 0.71605  -0.396
N 0.83556 0.19385 2.02355  0.168

Values from the calculation:
Gap between HOMO and LUMO, eV: 8.675
HOMO level, eV: -9.5375
SMILES: [H]/N=c1\cnncnn1
LUMO level, eV: -0.862

=====

x | Below is a single C3H3N5 molecule, with properties calculated with ωB97M-V with the def2-TZVPD basis set.

Each line ends with the Löwdin charge.
Geometry (Å):
N 1.33235 -0.77339 -0.09793  -0.005
H -1.95672 1.19755 -0.29494  0.121
N -1.15529 0.66258 -0.07350  -0.070
C 2.00695 0.20822 0.05818  0.028
N -0.07773 1.38022 -0.06735  0.005
C -0.79974 -1.63845 0.06167  -0.201
H 1.73601 2.44433 0.19928  0.119
H -1.20895 -2.54686 0.14840  0.056
N 0.56016 -1.72621 -0.09643  0.084
N -1.63365 -0.62726 0.09262  0.062
C 1.19662 1.41928 0.06997  -0.202

Values from the calculation:
Gap between HOMO and LUMO, eV: 8.309
HOMO level, eV: -9.0714
LUMO level, eV: -0.763

=====

y | Below is a single C3H3N5 molecule, with properties calculated with ωB97M-V with the def2-TZVPD basis set.

Each line ends with the Löwdin charge.
Geometry (Å):
N -0.50374 0.90531 0.84832  0.084
N 0.70519 1.06430 1.08772  0.010
C -1.09863 -0.26685 0.23471  -0.510
H 2.32424 -0.76449 -1.11083  0.113
N -1.66884 -1.13375 0.88824  0.177
H 0.32706 0.26553 -2.55616  0.105
N -0.87819 -0.30284 -1.17968  0.133
H -2.00206 -1.86153 0.22951  0.082
C 0.29545 -0.00732 -1.52351  -0.134
C 1.48443 -0.21438 -0.67159  -0.103
N 1.66891 0.22295 0.52680  0.043

Values from the calculation:
Gap between HOMO and LUMO, eV: 8.752
HOMO level, eV: -9.7172
SMILES: [H]/N=c1\nccnnn1
LUMO level, eV: -0.965

=====

z | Below is a single C3H3N5 molecule, with properties calculated with ωB97M-V with the def2-TZVPD basis set.

Each line ends with the Löwdin charge.
Geometry (Å):
N 1.03443 1.17256 -0.53918  0.053
C -1.01124 -0.22328 0.04780  -0.335
C 1.60226 0.27281 0.39007  -0.218
C -0.29942 1.10099 -0.35296  -0.063
H -2.41052 -1.14559 0.45338  0.016
N -2.22271 -0.20927 0.43069  0.169
H 2.36651 0.93314 0.94707  0.139
N -0.27629 -1.39130 -0.75674  0.089
N 0.91851 -1.44913 -0.57455  -0.113
H -1.19589 2.01058 -0.64154  0.192
N 1.49437 -1.07151 0.59597  0.071

Values from the calculation:
Gap between HOMO and LUMO, eV: 8.363
HOMO level, eV: -9.6779
SMILES: [H]/N=c1/cncnnn1
LUMO level, eV: -1.315

=====

Q: Which of them is the least stable? A: x.

=====

w | Below is a single C3H3NO2S2 molecule, with properties calculated with ωB97M-V with the def2-TZVPD basis set.

Each line ends with the Löwdin charge.
Geometry (Å):
O -2.91726 -0.79721 -0.03034  0.102
N -0.77649 -0.33531 0.33154  0.004
C -2.03748 -0.04777 -0.01144  -0.427
S 3.11613 0.03674 0.11326  0.820
C 1.52006 -0.63285 -0.10435  -0.762
C 0.24314 0.44197 0.06002  -0.808
S 0.07309 2.00738 -0.15143  0.779
H 2.71929 1.40120 -0.13542  -0.085
O 1.30053 -1.78512 -0.42261  0.012
H -0.77734 -1.33437 0.68913  0.203
H -2.46366 1.04535 -0.33836  0.162

Values from the calculation:
Gap between HOMO and LUMO, eV: 8.204
HOMO level, eV: -9.2923
SMILES: O=CNC(=S)C(=O)S
LUMO level, eV: -1.088

=====

x | Below is a molecular structure, C3H3NO2S2, with properties calculated with ωB97M-V with the def2-TZVPD basis set.

Each line ends with the Löwdin charge.
Geometry (Å):
C 1.02530 -0.87947 0.47719  -0.822
O 1.22616 -1.63885 3.12334  -0.353
H -0.52967 -0.60071 -0.88409  0.078
O 3.48600 -0.74185 3.27571  -0.257
C 0.07245 -0.01172 -0.23168  -0.048
H -0.53021 0.45579 0.47413  0.071
S 1.04834 -2.54551 0.49792  0.957
C 2.77962 -2.22881 0.96476  -0.276
N 2.00161 -0.28124 1.10246  -0.012
S 2.48953 -1.37045 2.52919  0.548
H 0.54457 0.94838 -0.51233  0.114

Values from the calculation:
Gap between HOMO and LUMO, eV: 8.341
HOMO level, eV: -9.8706
LUMO level, eV: -1.529

=====

Q: Which of them is the least stable? A: x.

=====

w | Below is a single C3H3NO2S2 molecule, with properties calculated with ωB97M-V with the def2-TZVPD basis set.

Each line ends with the Löwdin charge.
Geometry (Å):
S 2.06914 -1.59008 -0.85934  0.766
C 0.18639 -0.92380 0.98726  -0.559
N 0.82247 -0.43140 -0.15915  -0.331
H -1.43042 3.03807 -0.63287  -0.010
S -2.30270 1.99318 0.12545  0.730
O -0.97824 -0.10646 1.09725  0.028
C -0.03915 0.45693 -0.83981  -0.143
O 0.44486 -1.75882 1.76935  0.127
C -1.13392 0.61212 -0.00251  -0.703
H 0.38971 1.27492 -1.65632  0.177
H 1.97186 -2.56467 0.17069  -0.082

Values from the calculation:
Gap between HOMO and LUMO, eV: 8.322
HOMO level, eV: -8.4334
SMILES: O=c1oc(S)cn1S
LUMO level, eV: -0.111

=====

x | Below is a single C3H3NO2S2 molecule, with properties calculated with ωB97M-V with the def2-TZVPD basis set.

Each line ends with the Löwdin charge.
Geometry (Å):
N 0.19232 -0.74169 0.03794  -0.382
C -1.70582 0.78785 0.10196  -0.709
O 2.43764 1.47440 -0.11704  -0.034
C -0.18424 0.46828 0.23646  -0.165
H 3.91941 0.13332 0.30077  0.091
S 1.81609 -1.07453 -0.04617  0.972
O -2.19838 1.81649 -0.10202  0.084
H -1.29249 -1.40706 -0.29032  -0.116
S -2.57036 -0.85451 -0.01869  0.726
H 0.32749 1.34739 0.24645  0.074
C 2.86566 0.35315 0.03954  -0.539

Values from the calculation:
Gap between HOMO and LUMO, eV: 8.487
HOMO level, eV: -9.5272
SMILES: O=CS/N=C/C(=O)S
LUMO level, eV: -1.040

=====

Q: Which of them is the least stable? A: w.

=====

w | Below is a single C3H8N2OS molecule, with properties calculated with ωB97M-V with the def2-TZVPD basis set.

Each line ends with the Löwdin charge.
Geometry (Å):
C 0.44992 0.91467 0.48804  -0.457
H 1.39394 0.89746 0.05123  0.044
S 0.68913 0.68302 2.37152  0.642
C -0.38984 -0.29694 -0.01107  -0.377
H -1.17040 -1.93534 -2.15410  0.028
C -0.57698 -0.02810 -1.49960  -0.471
N 0.41318 -1.49362 0.47498  -0.036
O -0.52045 1.10058 -2.08522  -0.003
H 1.27867 -1.65429 0.07660  0.027
H -0.04114 -2.49531 0.11575  0.145
H -0.12275 1.75912 0.04072  0.087
H -1.47940 -0.42163 0.48989  0.188
N -0.77772 -1.10860 -2.30952  0.152
H -0.09458 -0.44148 2.43349  -0.144
H -0.97370 -0.76382 -3.33857  0.174

Values from the calculation:
Gap between HOMO and LUMO, eV: 9.275
HOMO level, eV: -8.7508
SMILES: NC(=O)[C@@H](N)CS
LUMO level, eV: 0.525

=====

x | Below is a single C3H8N2OS molecule, with properties calculated with ωB97M-V with the def2-TZVPD basis set.

Each line ends with the Löwdin charge.
Geometry (Å):
H 0.41783 2.02917 -0.23345  0.103
O -1.76364 1.60959 0.19766  -0.514
H 2.08308 1.50359 -0.50244  0.094
S -1.81337 0.15406 0.53819  0.813
H -2.57017 -1.51449 -0.75612  0.083
C 1.12702 1.16326 -0.14589  -0.190
H 0.35676 0.81026 1.88548  0.100
H 0.26111 0.01701 -1.90108  0.097
N -2.70647 -0.48574 -0.61660  -0.242
N 0.62192 0.06586 -0.98559  -0.041
C -0.13920 -0.49874 0.07576  -0.451
H 1.70500 -0.34939 1.49412  0.097
H -3.67634 -0.16440 -0.60238  0.065
C 0.89485 0.23686 1.07670  -0.105
H -0.28673 -1.56513 0.05679  0.091

Values from the calculation:
Gap between HOMO and LUMO, eV: 8.513
HOMO level, eV: -7.9494
LUMO level, eV: 0.564

=====

y | Below is 2 unconnected molecules or ions with the total composition C3H8N2OS, with properties calculated with ωB97M-V with the def2-TZVPD basis set.

Each line ends with the Löwdin charge.
Geometry (Å):
H -1.44257 -0.13541 0.14641  0.042
H -1.23388 -2.87610 -1.35311  0.218
C 0.46266 -1.75472 -1.55903  -0.380
N -0.97800 -1.54895 -1.04182  -0.104
S 0.28565 1.02752 -0.63160  0.882
H -0.92959 -1.51979 0.06581  0.060
C -0.62927 0.68208 1.92023  -0.343
N -0.80625 0.64714 0.46260  -0.491
O 0.26169 1.34099 2.41887  0.012
H 0.56265 -1.49917 -2.61148  0.100
H -1.57812 0.22204 2.36170  0.142
H 1.39354 -1.34458 0.36303  0.144
H 1.01094 -2.67801 -1.22350  0.104
C 1.15107 -0.72411 -0.68014  -0.443
H 2.13621 -0.24402 -1.02598  0.059

Values from the calculation:
Gap between HOMO and LUMO, eV: 9.326
HOMO level, eV: -8.8873
LUMO level, eV: 0.439

=====

Q: Which of them is the least stable? A: y.